The following is a DFT calculation (the ωB97M-V functional and the def2-TZVPD basis) of a molecular structure, C3H6BeO.

Computed properties:
⟨S²⟩: 0.76
HOMO energy (alpha / beta), eV: -13.61 / -15.24
HOMO-LUMO gap (alpha / beta), eV: 7.41 / 8.46

Structure (ORCA input):
```
! wB97M-V def2-TZVPD RIJCOSX def2/J DEFGRID3
* xyz 1 2
C -1.242 -0.826 -0.396
C -0.003 -0.165 -0.954
O 0.818 -0.356 0.277
C 0.646 0.739 1.164
Be 0.163 -1.788 0.288
H -0.823 0.567 0.926
H -0.225 0.903 -1.128
H 0.567 -0.326 -1.882
H 1.123 0.554 2.132
H 1.005 1.672 0.714
H -2.029 -0.974 -1.141
*
```


The following is a DFT calculation (the ωB97M-V functional and the def2-TZVPD basis) of C6H13N in the gas phase.

Computed properties:
HOMO energy, eV: -8.88
HOMO-LUMO gap, eV: 10.07
Energy relative to the best compared isomer or geometry (same formula, charge and spin), kJ/mol: 94.4

Structure (ORCA input):
```
! wB97M-V def2-TZVPD RIJCOSX def2/J DEFGRID3
* xyz 0 1
C -2.663 0.533 0.353
C -1.981 -0.831 0.542
C -0.985 -1.175 -0.603
C 0.036 -0.096 -0.807
C 1.333 -0.304 -0.602
N 2.305 0.723 -0.680
C 2.943 0.970 0.614
H -3.112 0.687 -0.629
H -1.866 1.269 0.489
H -3.375 0.751 1.144
H -1.356 -0.652 1.421
H -2.690 -1.655 0.564
H -0.547 -2.150 -0.387
H -1.563 -1.308 -1.525
H -0.319 0.820 -1.262
H 1.636 -1.252 -0.143
H 3.008 0.545 -1.380
H 3.713 1.733 0.579
H 2.158 1.351 1.267
H 3.324 0.040 1.047
*
```


The following is a DFT calculation (the ωB97M-V functional and the def2-TZVPD basis) of C7H13N3OSi in the gas phase.

Computed properties:
HOMO energy, eV: -8.66
HOMO-LUMO gap, eV: 9.34
Energy relative to the best compared isomer or geometry (same formula, charge and spin), kJ/mol: 66.4

Structure (ORCA input):
```
! wB97M-V def2-TZVPD RIJCOSX def2/J DEFGRID3
* xyz 0 1
C 0.883 0.757 3.441
C -0.364 -0.194 0.257
C 0.180 0.908 2.201
C 0.153 2.505 2.003
C -1.382 -0.183 -2.460
C -0.075 -2.851 -1.285
C 1.726 -0.331 -2.137
N 1.265 0.794 4.498
N -1.486 -0.137 0.877
N -1.217 0.262 2.158
O 0.667 0.303 1.079
Si 0.023 -0.900 -1.456
H -0.459 3.029 2.756
H -0.169 2.810 1.045
H 1.260 2.841 2.001
H -2.067 0.206 -1.626
H -1.089 0.602 -3.092
H -1.961 -0.979 -2.805
H -1.136 -3.151 -1.042
H 0.432 -3.294 -2.129
H 0.392 -3.089 -0.288
H 2.339 -1.267 -2.383
H 1.613 0.427 -2.949
H 2.404 0.159 -1.331
H -1.930 0.773 2.666
*
```


The following is a DFT calculation (the ωB97M-V functional and the def2-TZVPD basis) of a gas-phase ion, C15H24N3OS (charge +1).

Computed properties:
HOMO energy, eV: -9.96
HOMO-LUMO gap, eV: 7.07
Energy relative to the best compared isomer or geometry (same formula, charge and spin), kJ/mol: 16.5

Structure (ORCA input):
```
! wB97M-V def2-TZVPD RIJCOSX def2/J DEFGRID3
* xyz 1 1
C 2.021 2.064 -0.783
H 1.194 1.357 -0.805
H 2.346 2.251 -1.802
H 1.658 2.995 -0.354
C 3.190 1.538 0.048
N 3.850 0.425 -0.603
C 3.121 -0.807 -0.650
H 3.751 -1.554 -1.138
C 2.650 -1.397 0.708
H 2.467 -2.471 0.602
H 3.412 -1.246 1.473
O 1.506 -0.743 1.228
C 0.303 -0.898 0.668
C -0.699 -0.059 1.178
C -1.968 -0.161 0.664
C -2.291 -1.088 -0.362
N -3.587 -1.057 -0.763
C -4.251 -0.176 -0.109
S -3.384 0.755 1.105
N -5.662 0.029 -0.371
H -5.878 -0.635 -1.127
C -6.489 -0.310 0.806
H -7.545 -0.217 0.562
H -6.282 -1.332 1.121
H -6.246 0.368 1.623
C -5.936 1.399 -0.849
H -6.988 1.504 -1.105
H -5.330 1.613 -1.728
H -5.684 2.111 -0.064
C -1.287 -1.923 -0.852
C -0.015 -1.825 -0.344
H 0.747 -2.481 -0.732
H -1.526 -2.635 -1.625
H -0.448 0.644 1.955
H 2.231 -0.655 -1.272
C 5.286 0.346 -0.445
C 5.810 -0.006 0.952
H 5.599 -1.042 1.205
H 6.888 0.131 0.975
H 5.368 0.643 1.704
H 5.688 1.321 -0.737
H 5.656 -0.390 -1.164
H 3.926 2.337 0.154
H 2.830 1.277 1.054
*
```


The following is a DFT calculation (the ωB97M-V functional and the def2-TZVPD basis) of 16 unconnected molecules or ions with the total composition C40H70N19O.

Computed properties:
HOMO energy, eV: -11.82
HOMO-LUMO gap, eV: 7.52

Structure (ORCA input):
```
! wB97M-V def2-TZVPD RIJCOSX def2/J DEFGRID3
* xyz 1 1
C -0.045 0.806 0.572
C -0.241 1.568 -0.875
O -0.671 2.972 -0.777
C -2.032 3.105 -0.235
C -3.011 4.005 -1.245
C -4.390 3.169 -1.536
C -5.445 3.106 -0.283
C -5.361 1.719 0.613
N -5.883 0.488 -0.096
C -5.044 -0.747 0.185
N -4.278 -0.990 1.501
N -4.927 -1.792 -0.742
C -5.639 -1.792 -2.099
C -4.828 -0.718 -3.083
N -3.326 -0.936 -3.096
H 1.029 1.011 1.049
H -0.079 -0.373 0.403
H -0.863 1.056 1.370
H -0.901 0.893 -1.568
H 0.842 1.589 -1.378
H -2.546 2.035 -0.196
H -1.974 3.609 0.840
H -3.164 5.106 -0.877
H -2.408 4.055 -2.275
H -4.107 2.071 -1.827
H -4.950 3.698 -2.433
H -6.535 3.104 -0.770
H -5.418 4.049 0.431
H -4.287 1.614 1.066
H -6.088 1.899 1.543
H -6.849 0.321 0.316
H -3.276 -0.721 1.274
H -4.249 -2.038 1.650
H -4.334 -2.654 -0.552
H -5.690 -2.879 -2.552
H -6.727 -1.344 -1.945
H -5.148 0.358 -2.681
H -5.277 -0.781 -4.187
H -2.934 -0.112 -3.641
H -2.902 -0.821 -2.137
C 3.111 0.297 3.858
C 2.367 -0.790 3.100
N 1.749 -1.691 2.471
H 2.790 0.310 4.903
H 4.188 0.109 3.818
H 2.904 1.273 3.410
C 0.237 -2.649 -2.077
C -0.868 -3.253 -1.226
N -1.785 -3.754 -0.521
H 0.607 -3.392 -2.790
H -0.146 -1.786 -2.628
H 1.064 -2.326 -1.439
C -1.198 -6.136 -4.125
C 0.089 -5.710 -4.813
N 1.156 -5.357 -5.384
H -0.973 -6.550 -3.138
H -1.860 -5.274 -4.007
H -1.706 -6.897 -4.723
C -0.839 7.230 -2.693
C -2.300 7.358 -2.295
N -3.512 7.464 -1.965
H -0.217 7.120 -1.800
H -0.702 6.354 -3.333
H -0.522 8.123 -3.240
C 4.090 -4.796 -3.466
C 3.979 -3.679 -2.440
N 3.888 -2.753 -1.590
H 4.897 -4.577 -4.170
H 4.303 -5.744 -2.963
H 3.151 -4.889 -4.018
C 1.559 -5.026 2.969
C 1.823 -5.977 4.125
N 2.042 -6.766 5.084
H 2.126 -4.101 3.110
H 1.865 -5.490 2.027
H 0.494 -4.787 2.918
C -6.032 1.638 -6.917
C -5.507 1.974 -5.530
N -5.071 2.253 -4.380
H -5.389 0.888 -7.387
H -7.048 1.242 -6.845
H -6.044 2.537 -7.539
C 3.624 0.628 8.110
C 4.277 1.232 6.877
N 4.820 1.732 5.855
H 3.002 1.378 8.607
H 2.997 -0.220 7.821
H 4.391 0.283 8.808
C -7.038 -3.413 1.466
C -8.500 -3.285 1.864
N -9.712 -3.179 2.194
H -6.417 -3.523 2.359
H -6.901 -4.289 0.826
H -6.721 -2.520 0.919
C 7.274 -1.130 5.780
C 6.169 -1.734 6.631
N 5.252 -2.235 7.337
H 7.643 -1.872 5.067
H 6.891 -0.266 5.229
H 8.101 -0.806 6.418
C 4.851 2.182 12.025
C 3.811 2.473 10.954
N 2.949 2.714 10.066
H 5.837 2.070 11.566
H 4.885 3.005 12.744
H 4.596 1.258 12.551
C 6.406 -1.022 -2.530
C 6.928 -0.633 -3.903
N 7.362 -0.310 -5.043
H 5.661 -1.817 -2.626
H 7.229 -1.379 -1.905
H 5.942 -0.156 -2.049
C 7.639 1.531 -7.864
C 8.926 1.957 -8.552
N 9.993 2.310 -9.123
H 7.864 1.117 -6.877
H 6.977 2.393 -7.746
H 7.131 0.770 -8.462
C -3.402 -1.700 -8.812
C -4.863 -1.572 -8.414
N -6.076 -1.466 -8.084
H -2.781 -1.810 -7.919
H -3.265 -2.577 -9.452
H -3.085 -0.808 -9.359
C 4.867 5.731 8.617
C 5.500 5.529 9.985
N 6.024 5.362 11.119
H 5.520 5.322 7.841
H 3.901 5.221 8.574
H 4.716 6.797 8.430
*
```


The following is a DFT calculation (the ωB97M-V functional and the def2-TZVPD basis) of a molecular structure, C5H7N.

Computed properties:
HOMO energy, eV: -8.14
HOMO-LUMO gap, eV: 8.96
Energy relative to the best compared isomer or geometry (same formula, charge and spin), kJ/mol: 645.4

Structure (ORCA input):
```
! wB97M-V def2-TZVPD RIJCOSX def2/J DEFGRID3
* xyz 0 1
C -1.614 0.062 0.015
C -0.377 -0.663 0.481
C 0.394 -0.309 -0.798
C 1.576 0.113 0.042
N 0.498 0.474 1.031
C -0.507 0.962 -0.581
H -2.145 -0.483 -0.773
H -2.325 0.485 0.733
H -0.341 -1.603 1.054
H 0.373 -0.839 -1.753
H 2.180 0.964 -0.296
H 2.231 -0.683 0.425
H 0.070 1.453 0.492
*
```


The following is a DFT calculation (the ωB97M-V functional and the def2-TZVPD basis) of 13 unconnected molecules or ions with the total composition C14H54N4O13.

Computed properties:
HOMO energy, eV: -8.77
HOMO-LUMO gap, eV: 8.81
Energy relative to the best compared isomer or geometry (same formula, charge and spin), kJ/mol: 111.3

Structure (ORCA input):
```
! wB97M-V def2-TZVPD RIJCOSX def2/J DEFGRID3
* xyz 0 1
C -4.624 1.178 0.289
C -3.458 1.714 0.997
O -2.381 0.926 0.810
H -5.394 2.069 0.219
H -5.029 0.252 0.815
H -4.352 0.926 -0.720
H -3.837 1.810 2.028
H -3.210 2.601 0.623
H -2.726 0.077 0.544
C -2.584 -2.405 -2.894
O -2.146 -3.644 -3.317
N -3.796 -2.001 -3.104
N -1.824 -1.595 -2.154
H -4.538 -2.534 -3.663
H -3.923 -1.043 -3.224
H -0.900 -1.984 -1.826
H -2.023 -0.624 -2.235
C -2.398 -2.237 1.245
O -3.147 -2.516 2.333
N -2.903 -1.686 0.154
N -1.089 -2.377 1.289
H -3.880 -1.544 0.060
H -2.369 -1.715 -0.778
H -0.729 -2.755 2.226
H -0.467 -2.290 0.449
C 0.992 0.316 0.040
O -0.175 0.198 -0.649
H 1.436 1.147 -0.436
H 1.635 -0.622 -0.178
H 0.886 0.394 1.125
H -0.850 0.477 -0.131
C 1.597 3.370 4.178
O 1.299 2.526 3.137
H 1.055 4.312 3.969
H 2.676 3.540 4.312
H 1.162 2.898 5.054
H 1.499 2.871 2.342
C 3.650 0.311 1.805
O 3.300 0.461 3.136
H 3.149 -0.589 1.462
H 4.708 0.267 1.473
H 3.270 1.141 1.267
H 2.416 0.926 3.123
C 1.567 1.551 -3.315
O 1.435 0.208 -3.103
H 2.513 1.698 -3.769
H 1.804 2.093 -2.418
H 0.773 2.081 -3.710
H 0.799 0.100 -2.393
C -1.836 2.283 -2.467
O -1.826 1.023 -3.128
H -0.832 2.491 -2.015
H -2.590 2.199 -1.725
H -2.168 3.171 -3.109
H -1.096 1.017 -3.772
C 0.328 3.755 0.414
O 1.694 3.739 0.659
H 0.047 3.907 -0.600
H -0.178 4.500 1.098
H -0.076 2.824 0.660
H 2.166 4.384 0.079
C 2.439 -4.138 0.840
O 1.956 -2.758 0.981
H 3.260 -4.355 0.273
H 1.600 -4.778 0.693
H 2.644 -4.564 1.755
H 2.040 -2.458 1.900
C 0.799 -3.382 -2.254
O 0.250 -2.906 -1.072
H 1.812 -3.230 -2.217
H 0.357 -2.739 -3.015
H 0.616 -4.508 -2.301
H 1.053 -3.042 -0.467
C -1.015 0.594 3.702
O -0.776 -0.775 3.487
H -2.047 0.737 3.967
H -0.823 1.086 2.764
H -0.345 0.932 4.437
H -1.255 -0.990 2.660
C 4.321 -0.473 -1.589
O 3.759 -1.753 -1.498
H 5.237 -0.224 -1.060
H 3.494 0.237 -1.356
H 4.380 -0.261 -2.642
H 3.740 -1.829 -0.569
*
```


The following is a DFT calculation (the ωB97M-V functional and the def2-TZVPD basis) of 3 unconnected molecules or ions with the total composition C11H25BN5O6S2.

Computed properties:
HOMO energy, eV: -11.45
HOMO-LUMO gap, eV: 8.48
Energy relative to the best compared isomer or geometry (same formula, charge and spin), kJ/mol: 0.0

Structure (ORCA input):
```
! wB97M-V def2-TZVPD RIJCOSX def2/J DEFGRID3
* xyz 1 1
C -4.691 3.493 -2.482
C -4.302 2.061 -2.807
O -4.730 1.207 -1.710
B -4.309 -0.056 -1.658
O -3.389 -0.669 -2.458
C -4.947 -0.936 -0.473
N -6.096 -1.524 -0.620
N -6.293 -2.172 0.549
C -5.309 -1.991 1.414
S -5.265 -2.682 3.007
N -4.429 -1.189 0.785
C -3.147 -0.584 1.135
S -2.430 -0.936 2.742
O -3.251 -0.409 3.786
O -2.038 -2.315 2.752
H -3.969 4.202 -2.868
H -4.751 3.576 -1.399
H -5.689 3.698 -2.856
H -4.801 1.711 -3.708
H -3.227 1.965 -2.934
H -3.617 -0.697 -3.393
H -7.109 -2.730 0.751
H -4.185 -3.450 2.790
H -2.404 -0.891 0.398
H -3.230 0.499 1.056
H -1.316 -0.173 2.636
C 2.244 -1.426 1.017
C 1.535 -0.145 1.373
O 0.391 0.098 0.977
N 2.196 0.738 2.144
C 3.541 0.614 2.687
H 1.585 -2.023 0.395
H 3.166 -1.218 0.473
H 2.491 -1.991 1.916
H 1.673 1.575 2.348
H 3.502 0.663 3.776
H 4.164 1.430 2.324
H 3.994 -0.320 2.385
C 6.668 -1.274 -1.389
C 6.080 -0.229 -0.472
O 5.522 -0.531 0.575
N 6.194 1.068 -0.848
C 6.819 1.608 -2.042
H 6.497 -2.250 -0.948
H 6.194 -1.241 -2.370
H 7.742 -1.125 -1.509
H 5.785 1.716 -0.193
H 7.633 2.280 -1.769
H 6.090 2.170 -2.627
H 7.219 0.810 -2.658
*
```


The following is a DFT calculation (the ωB97M-V functional and the def2-TZVPD basis) of C4H8O2 in the gas phase.

Computed properties:
HOMO energy, eV: -9.81
HOMO-LUMO gap, eV: 10.64
Energy relative to the best compared isomer or geometry (same formula, charge and spin), kJ/mol: 166.1

Structure (ORCA input):
```
! wB97M-V def2-TZVPD RIJCOSX def2/J DEFGRID3
* xyz 0 1
O 1.443 0.869 0.103
C -1.410 1.244 0.446
C -1.042 0.056 0.908
C -0.307 -0.922 0.044
C 1.183 -0.485 -0.137
O 1.669 -0.915 -1.381
H 0.965 1.433 -0.522
H -1.304 1.480 -0.614
H -1.753 2.044 1.091
H -1.135 -0.171 1.967
H -0.796 -1.010 -0.937
H -0.314 -1.931 0.471
H 1.790 -0.988 0.617
H 1.012 -0.703 -2.057
*
```


The following is a DFT calculation (the ωB97M-V functional and the def2-TZVPD basis) of C6H12N2 in the gas phase.

Computed properties:
⟨S²⟩: 2.02
HOMO energy (alpha / beta), eV: -5.68 / -8.09
HOMO-LUMO gap (alpha / beta), eV: 6.72 / 7.57
Energy relative to the best compared isomer or geometry (same formula, charge and spin), kJ/mol: 214.8

Structure (ORCA input):
```
! wB97M-V def2-TZVPD RIJCOSX def2/J DEFGRID3
* xyz 0 3
C 0.372 -0.856 0.416
C 0.681 -2.114 0.408
C -0.142 1.483 0.237
C 0.998 0.488 0.532
C 2.183 0.866 -0.330
C -2.294 -0.827 -0.916
N -1.388 0.932 0.706
N -1.749 -0.273 0.295
H -0.062 -2.901 0.209
H 1.673 -2.491 0.456
H 0.061 2.418 0.770
H -0.139 1.622 -0.896
H 1.344 0.633 1.648
H 1.855 0.829 -1.311
H 3.070 0.322 -0.238
H 2.417 1.931 -0.180
H -2.092 -0.240 -1.892
H -2.058 -1.903 -1.020
H -3.396 -0.835 -0.641
H -1.333 0.916 1.748
*
```


The following is a DFT calculation (the ωB97M-V functional and the def2-TZVPD basis) of 2 unconnected molecules or ions with the total composition CH2O4S.

Computed properties:
HOMO energy, eV: -11.34
HOMO-LUMO gap, eV: 10.71
Energy relative to the best compared isomer or geometry (same formula, charge and spin), kJ/mol: 180.6

Structure (ORCA input):
```
! wB97M-V def2-TZVPD RIJCOSX def2/J DEFGRID3
* xyz 0 1
C 0.691 0.325 0.440
O -1.425 0.020 3.135
O -1.209 -1.976 1.868
O 0.989 -0.063 1.496
O -0.831 -0.018 -0.294
S -0.574 -1.122 2.852
H 1.229 0.684 -0.389
H -1.007 -0.860 0.049
*
```


The following is a DFT calculation (the ωB97M-V functional and the def2-TZVPD basis) of 2 unconnected molecules or ions with the total composition H3NO3PS.

Computed properties:
HOMO energy, eV: -4.22
HOMO-LUMO gap, eV: 7.39
Energy relative to the best compared isomer or geometry (same formula, charge and spin), kJ/mol: 171.0

Structure (ORCA input):
```
! wB97M-V def2-TZVPD RIJCOSX def2/J DEFGRID3
* xyz -1 1
N 0.858 2.790 0.518
O -0.533 -2.617 -1.539
O 1.562 -2.357 -0.410
O -0.541 -1.097 0.436
P -0.448 1.957 0.553
S 0.159 -2.659 -0.257
H 1.119 3.231 1.482
H -1.443 -1.230 0.138
H -0.733 1.982 -0.921
*
```


| no. | largest force on an atom (eV/A) |
| --- | --- |
| 1 | 4.15 |
| 2 | 1.38 |
| 3 | 4.54 |
| 4 | 1.71 |
| 5 | 10.23 |
| 6 | 0.69 |
| 7 | 9.69 |
| 8 | 0.77 |
| 9 | 0.37 |
| 10 | 3.70 |
| 11 | 6.05 |
| 12 | 3.20 |